Record 1
C4H8N2O | the ωB97M-V functional and the def2-TZVPD basis

```
! wB97M-V def2-TZVPD RIJCOSX def2/J DEFGRID3
* xyz 0 1
C 0.727 0.753 0.277
C 0.586 -0.705 0.226
C -0.072 0.715 -1.906
N -0.089 1.230 1.288
C -0.571 -0.973 1.159
O -1.042 0.235 1.630
N -1.193 -2.016 1.474
H -0.586 2.105 1.161
H 1.649 1.293 0.121
H -0.839 -2.830 0.983
H 0.258 -0.954 -0.854
H 1.477 -1.292 0.452
H -0.321 1.426 -2.688
H 0.973 0.462 -2.012
H -0.957 0.550 -1.311
*
```

The calculation puts the relative energy (zero: lowest compared OMol25 entry of this formula, charge and spin) at 154.34 kcal/mol. The value obtained for the gap between HOMO and LUMO (alpha / beta) is 7.99 / 8.26 eV. The HOMO energy (alpha / beta) comes out at -0.2762 / -0.2839 Eh. The largest force on an atom comes out at 2.02 eV/Å. The value obtained for the LUMO energy (alpha / beta) is 0.5 / 0.5 eV.

***

Record 2
C4H7NO | the ωB97M-V functional and the def2-TZVPD basis

```
! wB97M-V def2-TZVPD RIJCOSX def2/J DEFGRID3
* xyz 0 1
C 0.775 2.135 0.779
C -0.549 0.599 0.471
C 0.297 -0.246 -0.311
C -0.307 -1.685 -0.650
N 0.650 -0.134 1.160
O 1.561 1.057 1.278
H 0.939 2.578 -0.158
H 0.381 2.722 1.592
H -1.552 0.329 0.769
H 1.115 0.182 -0.946
H 0.278 -2.436 -0.131
H -0.328 -1.693 -1.843
H -1.215 -1.802 -0.218
*
```

The calculation puts the relative energy (zero: lowest compared OMol25 entry of this formula, charge and spin) at 160.76 kcal/mol. The value obtained for the gap between HOMO and LUMO is 10.02 eV. The HOMO energy comes out at -0.3486 Eh. The largest force on an atom comes out at 6.36 eV/Å. The value obtained for the LUMO energy is 0.5 eV.

***

Record 3
C27H43ClN4PReSi | the ωB97M-V functional and the def2-TZVPD basis

```
! wB97M-V def2-TZVPD RIJCOSX def2/J DEFGRID3
* xyz 1 2
Re 0.090 -0.056 -0.716
C -1.621 -4.592 0.229
C -0.504 -3.802 0.842
C -0.135 -4.062 2.156
C 0.892 -3.348 2.760
C 1.347 -3.721 4.136
C 1.505 -2.317 2.068
C 1.155 -2.004 0.739
C 0.159 -2.809 0.134
N 1.694 -0.957 -0.005
C 3.125 -0.662 0.089
C 3.585 -0.018 -1.226
C 3.373 0.356 1.215
C 3.939 -1.956 0.263
H -1.474 -5.655 0.404
H -1.700 -4.426 -0.843
H -2.567 -4.320 0.703
H -0.633 -4.852 2.700
H 0.527 -4.138 4.716
H 1.756 -2.865 4.664
H 2.120 -4.487 4.059
H 2.266 -1.751 2.580
H 0.000 -2.732 -0.939
H 2.978 0.846 -1.475
H 3.531 -0.730 -2.042
H 4.614 0.318 -1.124
H 2.814 1.264 1.002
H 4.428 0.605 1.261
H 3.069 -0.019 2.187
H 3.554 -2.711 -0.422
H 3.913 -2.358 1.271
H 4.978 -1.767 0.011
C -0.067 2.849 -3.056
Si 0.477 2.357 -1.272
C -0.630 3.438 -0.109
C 2.239 3.085 -1.092
C 3.094 3.225 -2.184
C 4.312 3.868 -2.054
C 4.701 4.394 -0.834
C 3.870 4.255 0.265
C 2.656 3.604 0.132
H 0.044 3.920 -3.193
H -1.104 2.597 -3.251
H 0.538 2.360 -3.812
H -1.603 3.602 -0.562
H -0.173 4.412 0.021
H -0.781 3.011 0.878
H 2.800 2.837 -3.145
H 4.960 3.971 -2.910
H 5.639 4.923 -0.738
H 4.157 4.668 1.223
H 2.011 3.523 0.995
Cl 1.283 -0.410 -3.720
C -0.237 -0.539 -2.855
H -0.576 -1.580 -2.954
H -0.953 0.113 -3.372
C -4.611 -1.108 1.325
N -4.066 0.168 1.753
C -4.834 1.239 1.138
N -4.850 1.141 -0.312
C -5.390 -0.148 -0.704
N -4.632 -1.245 -0.123
C -3.310 -1.346 -0.688
P -2.263 0.184 -0.347
C -2.653 0.273 1.491
C -3.571 1.429 -0.890
H -5.636 -1.177 1.700
H -4.018 -1.916 1.759
H -4.419 2.206 1.434
H -5.864 1.171 1.496
H -5.385 -0.231 -1.795
H -6.422 -0.216 -0.349
H -3.394 -1.494 -1.770
H -2.804 -2.218 -0.265
H -2.285 1.229 1.883
H -2.128 -0.540 2.013
H -3.636 1.415 -1.983
H -3.264 2.425 -0.564
*
```

The calculation puts the relative energy (zero: lowest compared OMol25 entry of this formula, charge and spin) at 48.03 kcal/mol. The value obtained for the gap between HOMO and LUMO (alpha / beta) is 6.04 / 6.33 eV. The HOMO energy (alpha / beta) comes out at -0.4052 / -0.4060 Eh. The largest force on an atom comes out at 2.34 eV/Å. The value obtained for the LUMO energy (alpha / beta) is -5.0 / -4.7 eV.

***

Record 4
C5H14N2 | the ωB97M-V functional and the def2-TZVPD basis

```
! wB97M-V def2-TZVPD RIJCOSX def2/J DEFGRID3
* xyz 0 1
C 0.454 1.310 2.360
C -0.504 0.560 1.426
C 0.202 -0.008 0.204
C 1.384 -0.914 0.524
N -0.809 -0.671 -0.668
C -0.485 -0.651 -2.099
N -1.615 -0.087 -2.839
H -0.059 1.601 3.267
H 0.808 2.227 1.888
H 1.286 0.670 2.645
H -1.265 1.238 1.052
H -0.992 -0.254 1.961
H 0.588 0.819 -0.401
H 1.136 -1.647 1.301
H 2.298 -0.374 0.775
H 1.655 -1.494 -0.363
H -0.785 -1.647 -0.385
H -0.312 -1.656 -2.491
H 0.417 -0.049 -2.235
H -2.098 0.596 -2.268
H -1.303 0.432 -3.654
*
```

The calculation puts the relative energy (zero: lowest compared OMol25 entry of this formula, charge and spin) at 14.95 kcal/mol. The value obtained for the gap between HOMO and LUMO is 10.13 eV. The HOMO energy comes out at -0.3324 Eh. The largest force on an atom comes out at 1.02 eV/Å. The value obtained for the LUMO energy is 1.1 eV.